13
Properties=species:S:1:pos:R:3 method="wB97M-V/def2-TZVPD" orbital_gap_ev=8.3 spin_multiplicity=1 total_charge=+1
C -0.29 -0.44 0.28
C -0.99 0.83 0.38
N -0.46 1.59 -0.75
N 0.84 -0.19 -0.81
N -0.40 -1.56 0.92
O 0.80 1.20 -1.00
O 2.06 -0.66 -0.47
H -2.14 0.64 0.43
H -0.68 1.29 1.42
H -0.96 1.91 -1.62
H -0.97 -1.78 1.75
H 0.58 -2.00 0.83
H 2.61 -0.84 -1.35

13
Properties=species:S:1:pos:R:3 method="wB97M-V/def2-TZVPD" orbital_gap_ev="8.8 / 8.0" spin_multiplicity=1 total_charge=0
C -2.18 -0.76 0.16
C -2.17 -0.99 -1.28
C 2.27 0.31 0.71
C 0.97 0.97 0.91
O -1.31 -0.34 0.85
F 0.55 1.84 -0.12
F 0.71 1.65 1.96
H -2.49 0.02 -1.67
H -2.95 -1.72 -1.63
H -1.24 -1.29 -1.72
H 2.18 -0.78 0.50
H 2.77 0.61 -0.22
H 2.89 0.46 1.56

100
Properties=species:S:1:pos:R:3 method="wB97M-V/def2-TZVPD" orbital_gap_ev="5.4 / 5.4" spin_multiplicity=1 total_charge=+1
Ir 0.55 0.24 0.95
C 2.80 2.09 -4.69
C 1.40 1.94 -4.09
C 1.35 2.79 -2.81
C 0.32 2.46 -5.06
P 1.25 0.14 -3.55
C -0.53 -0.18 -3.03
N -0.99 0.76 -2.03
B -0.56 1.03 -0.66
N -1.25 2.25 -0.32
C -1.21 3.00 0.89
P -0.10 2.19 2.11
C -1.28 2.11 3.55
C -2.20 0.92 3.23
C -2.10 3.38 3.77
C -0.48 1.78 4.83
C 1.29 3.39 2.30
C 0.86 4.82 2.64
C 2.28 2.89 3.38
C 2.01 3.36 0.94
C -2.10 2.63 -1.35
C -2.97 3.71 -1.44
C -3.73 3.84 -2.59
C -3.63 2.90 -3.62
C -2.75 1.82 -3.52
C -1.97 1.71 -2.38
C 1.41 -1.01 -5.03
C 0.91 -0.45 -6.36
C 0.62 -2.29 -4.72
C 2.90 -1.38 -5.13
H 2.99 3.15 -4.90
H 2.91 1.55 -5.63
H 3.57 1.74 -3.99
H 1.80 3.77 -3.01
H 1.90 2.32 -1.99
H 0.32 2.97 -2.48
H 0.38 3.56 -5.09
H -0.68 2.21 -4.73
H 0.47 2.10 -6.07
H -0.60 -1.20 -2.67
H -1.14 -0.10 -3.93
H -2.21 3.05 1.31
H -0.89 4.02 0.70
H -2.75 1.06 2.29
H -2.94 0.82 4.04
H -1.63 -0.01 3.16
H -2.90 3.50 3.04
H -1.50 4.29 3.77
H -2.58 3.30 4.76
H -0.05 2.68 5.28
H -1.15 1.32 5.56
H 0.33 1.07 4.64
H 0.57 4.92 3.68
H 0.04 5.19 2.01
H 1.72 5.48 2.47
H 1.91 3.08 4.38
H 3.23 3.42 3.26
H 2.48 1.82 3.28
H 1.39 3.77 0.14
H 2.29 2.34 0.66
H 2.92 3.96 1.00
H -3.07 4.42 -0.63
H -4.41 4.68 -2.70
H -4.24 3.01 -4.51
H -2.71 1.09 -4.32
H -0.12 -0.11 -6.30
H 0.96 -1.24 -7.12
H 1.53 0.38 -6.72
H -0.46 -2.14 -4.79
H 0.86 -2.69 -3.73
H 0.90 -3.06 -5.46
H 3.03 -2.16 -5.89
H 3.28 -1.74 -4.18
H 3.51 -0.52 -5.44
Cl -1.86 -2.35 1.22
C -0.28 -2.62 1.89
C 0.60 -1.56 1.90
C 1.86 -1.80 2.42
Cl 2.95 -0.44 2.40
C 2.27 -3.04 2.88
Cl 3.86 -3.26 3.46
C 1.36 -4.10 2.85
Cl 1.83 -5.65 3.41
C 0.07 -3.88 2.37
Cl -1.08 -5.16 2.40
S 2.20 -1.44 -0.69
C 1.61 -3.04 -0.81
N 0.31 -3.30 -0.98
C -0.23 -4.66 -1.18
C 0.82 -5.49 -1.88
C 2.08 -5.46 -1.04
N 2.48 -4.06 -0.85
H -0.33 -2.55 -0.79
H -1.14 -4.58 -1.76
H -0.49 -5.11 -0.22
H 1.03 -5.07 -2.86
H 0.47 -6.52 -2.01
H 2.90 -5.99 -1.53
H 1.91 -5.93 -0.07
H 3.44 -3.83 -0.70

67
Properties=species:S:1:pos:R:3 method="wB97M-V/def2-TZVPD" orbital_gap_ev="7.0 / 5.3" spin_multiplicity=4 total_charge=+1
Tc 0.20 0.59 -0.09
S 0.73 0.57 2.13
C 2.51 0.47 2.39
S 3.65 1.32 1.47
C 2.83 -0.39 3.42
C 1.86 -1.16 4.12
N 1.07 -1.81 4.66
C 4.20 -0.62 3.76
N 5.29 -0.85 4.03
C -1.64 3.85 -0.49
C -2.39 2.60 -0.13
C -3.76 2.56 0.00
C -4.38 1.35 0.33
C -3.65 0.19 0.51
C -2.26 0.29 0.37
N -1.68 1.48 0.09
N -1.29 -0.67 0.42
Si -1.46 -2.19 1.35
C 0.19 -3.05 1.48
C -2.65 -3.28 0.38
C -2.13 -1.77 3.04
H -2.34 4.66 -0.69
H -1.03 3.69 -1.38
H -0.98 4.14 0.33
H -4.34 3.45 -0.15
H -5.46 1.32 0.44
H -4.12 -0.75 0.74
H 0.34 -3.79 0.70
H 0.22 -3.56 2.45
H 1.03 -2.36 1.50
H -2.32 -3.40 -0.65
H -3.67 -2.91 0.38
H -2.67 -4.27 0.83
H -1.37 -1.23 3.61
H -2.34 -2.69 3.59
H -3.04 -1.18 3.02
C -1.99 -0.86 -2.81
C -0.77 -0.08 -3.16
N -0.06 0.63 -2.31
C 0.97 1.31 -2.93
C 1.06 1.09 -4.26
S -0.19 0.03 -4.76
C 1.71 2.25 -2.09
C 2.64 3.15 -2.45
S 2.99 4.19 -1.14
C 1.88 3.35 -0.15
N 1.30 2.34 -0.77
C 1.57 3.84 1.22
H -1.89 -1.30 -1.82
H -2.17 -1.65 -3.54
H -2.86 -0.20 -2.80
H 1.76 1.51 -4.96
H 3.11 3.29 -3.42
H 1.13 4.84 1.16
H 2.49 3.90 1.81
H 0.88 3.17 1.72
C 0.90 -2.98 -1.90
N 2.14 -2.79 -1.17
C 2.46 -1.66 -0.52
N 3.57 -1.60 0.18
O 1.70 -0.64 -0.65
H 0.55 -4.00 -1.75
H 1.03 -2.80 -2.97
H 0.15 -2.29 -1.51
H 2.80 -3.55 -1.14
H 4.17 -2.40 0.31
H 3.84 -0.70 0.60

62
Properties=species:S:1:pos:R:3 method="wB97M-V/def2-TZVPD" orbital_gap_ev=3.9 spin_multiplicity=1 total_charge=0
Cs -0.62 -3.27 3.30
C 1.95 1.35 -3.22
C 0.74 0.45 -3.47
N 0.04 0.11 -2.24
C 0.35 -1.09 -1.63
C -0.12 -1.49 -0.43
C 0.26 -2.84 0.16
O -0.66 -3.67 0.26
O 1.45 -2.93 0.53
C -0.94 -0.59 0.34
O -1.32 -0.80 1.49
C -1.31 0.67 -0.35
C -2.18 1.54 0.31
C -2.52 2.72 -0.29
F -3.39 3.58 0.31
C -2.02 3.08 -1.54
C -1.16 2.22 -2.20
C -0.79 0.99 -1.61
N -2.38 4.33 -2.15
C -1.86 5.50 -1.44
C -2.35 6.75 -2.18
N -2.70 6.34 -3.58
C -3.94 5.47 -3.58
C -3.81 4.49 -2.41
H 2.45 1.59 -4.15
H 2.66 0.85 -2.56
H 1.64 2.28 -2.74
H 1.05 -0.49 -3.94
H 0.04 0.91 -4.17
H 1.02 -1.72 -2.19
H -2.56 1.26 1.28
H -0.77 2.53 -3.16
H -0.77 5.45 -1.46
H -2.19 5.55 -0.40
H -1.59 7.53 -2.23
H -3.25 7.17 -1.74
H -1.94 5.76 -3.93
H -2.82 7.14 -4.19
H -3.96 4.96 -4.55
H -4.80 6.13 -3.50
H -4.24 3.53 -2.70
H -4.36 4.84 -1.54
O 4.10 -1.84 3.81
C 3.35 -2.78 3.84
O 2.34 -2.86 4.72
C 3.52 -3.99 2.94
N 2.25 -4.68 2.70
C 2.42 -6.13 2.89
C 3.94 -6.34 2.95
C 4.41 -5.05 3.61
H 3.96 -3.63 2.01
H 1.88 -4.44 1.79
H 1.89 -3.73 4.62
H 1.94 -6.68 2.08
H 1.95 -6.44 3.83
H 4.35 -6.41 1.93
H 4.23 -7.23 3.50
H 5.47 -4.83 3.49
H 4.18 -5.08 4.68
S -2.14 -5.78 6.59
C -0.69 -5.30 5.99
N 0.31 -4.93 5.52

15
Properties=species:S:1:pos:R:3 method="wB97M-V/def2-TZVPD" orbital_gap_ev=9.7 spin_multiplicity=1 total_charge=0
C -2.07 -0.76 -0.14
C -1.37 0.70 0.15
C 0.12 0.75 -0.11
C 1.00 -0.29 0.26
C 2.40 -0.19 -0.11
H -2.09 -0.93 -1.23
H -3.08 -0.60 0.08
H -1.67 -1.69 0.44
H -1.63 1.01 1.28
H -1.57 1.36 -0.50
H 0.30 1.62 -0.52
H 0.59 -1.21 0.49
H 2.83 -0.99 -0.72
H 2.82 0.56 -0.60
H 2.95 -0.36 0.95

78
Properties=species:S:1:pos:R:3 method="wB97M-V/def2-TZVPD" orbital_gap_ev=6.3 spin_multiplicity=1 total_charge=0
C 1.49 4.81 -1.72
O 0.56 5.58 -1.98
N 1.31 3.52 -1.35
C 2.44 2.57 -1.11
C -0.07 2.99 -1.28
H 2.57 5.01 -1.64
H 3.42 2.95 -0.81
H 2.66 1.91 -1.94
H 2.16 1.83 -0.36
H -0.21 2.00 -1.70
H -0.38 3.00 -0.23
H -0.66 3.57 -1.99
C -4.09 0.82 -0.95
C -3.12 1.34 -1.96
O -3.25 2.40 -2.53
C -1.97 0.42 -2.29
H -4.95 1.49 -0.84
H -3.58 0.63 -0.01
H -4.53 -0.14 -1.24
H -1.18 1.17 -2.39
H -2.10 -0.02 -3.28
H -1.89 -0.33 -1.51
C -2.65 -4.02 -1.69
C -1.28 -3.99 -1.14
O -0.47 -4.83 -1.58
C -0.95 -2.99 -0.09
H -2.64 -4.60 -2.62
H -3.03 -3.01 -1.85
H -3.32 -4.58 -1.05
H 0.05 -3.06 0.34
H -1.69 -3.12 0.70
H -1.01 -1.96 -0.46
C 2.98 2.00 1.37
C 3.92 1.37 0.35
O 3.74 1.63 -0.84
C 5.23 0.71 0.77
H 2.93 1.55 2.36
H 1.99 2.00 0.91
H 3.31 3.03 1.53
H 5.87 0.72 -0.12
H 5.12 -0.34 1.03
H 5.74 1.16 1.62
C 2.96 -0.34 -0.86
C 2.39 -0.99 -2.04
O 3.04 -1.53 -2.88
C 0.87 -0.84 -2.02
H 4.05 -0.27 -0.89
H 2.60 -0.90 0.00
H 2.62 0.69 -0.78
H 0.52 0.08 -2.50
H 0.53 -0.97 -1.00
H 0.44 -1.67 -2.58
C 1.86 0.17 4.83
C 1.47 0.07 3.40
O 2.34 0.06 2.55
C -0.03 0.05 3.11
H 2.28 1.13 5.11
H 2.64 -0.58 4.99
H 0.96 0.05 5.44
H -0.55 0.96 3.43
H -0.44 -0.69 3.80
H -0.41 -0.28 2.14
C -4.65 -1.55 -0.23
C -3.24 -1.55 0.32
O -2.32 -0.99 -0.22
C -3.12 -2.21 1.72
H -5.21 -0.85 0.38
H -5.15 -2.51 -0.07
H -4.62 -1.22 -1.27
H -2.10 -2.58 1.76
H -3.78 -3.06 1.87
H -3.33 -1.48 2.50
C -0.56 -0.54 0.61
C 0.59 0.38 0.57
N 1.50 1.09 0.49
H -1.12 -0.36 1.53
H -0.22 -1.58 0.57
H -1.29 -0.35 -0.17

141
Properties=species:S:1:pos:R:3 method="wB97M-V/def2-TZVPD" orbital_gap_ev=6.4 spin_multiplicity=1 total_charge=-1
C -2.30 3.19 -0.86
C -0.71 3.37 -0.95
O -0.22 4.40 -0.37
N 0.22 2.45 -1.59
C -0.08 2.23 -3.04
Nb 0.42 0.59 -0.51
C 0.59 -1.36 0.64
C 0.24 -1.28 2.20
C -0.09 -2.63 2.94
C -0.39 -2.65 4.46
C -0.39 -1.36 5.32
C -0.07 -0.02 4.62
C -0.04 1.39 5.42
C 0.24 -0.01 3.07
H -2.89 3.97 -1.45
H -2.58 3.30 0.25
H -2.60 2.11 -1.15
H 0.32 1.24 -3.45
H -1.20 2.38 -3.26
H 0.47 3.06 -3.63
H -1.18 0.92 0.27
H -0.34 -0.34 -1.91
H 2.05 0.23 -1.31
H 1.35 1.51 0.75
H 1.60 -1.86 0.49
H -0.20 -2.08 0.18
H -0.08 -3.62 2.35
H -0.64 -3.66 4.97
H -0.61 -1.36 6.45
H -0.45 1.31 6.47
H -0.64 2.11 4.76
H 1.05 1.79 5.42
H 0.49 1.00 2.63
C 1.13 -5.06 -1.78
C 1.20 -3.57 -1.90
N 1.25 -2.39 -2.00
H 2.01 -5.51 -2.25
H 1.10 -5.34 -0.72
H 0.23 -5.43 -2.27
C -0.67 2.32 -7.08
C -0.04 1.12 -6.43
N 0.46 0.18 -5.93
H -1.70 2.43 -6.72
H -0.10 3.21 -6.83
H -0.68 2.19 -8.16
C 3.79 0.84 -4.26
C 5.14 0.74 -4.92
N 6.20 0.66 -5.43
H 3.57 -0.08 -3.72
H 3.79 1.68 -3.56
H 3.02 1.01 -5.02
C 4.35 -6.15 0.37
C 3.85 -7.05 -0.72
N 3.45 -7.75 -1.58
H 4.81 -6.75 1.16
H 5.08 -5.45 -0.03
H 3.52 -5.59 0.80
C 8.33 -1.93 -5.10
C 8.97 -3.12 -4.46
N 9.47 -4.07 -3.96
H 7.31 -1.81 -4.73
H 8.91 -1.03 -4.85
H 8.31 -2.05 -6.18
C 9.81 -0.98 -1.39
C 9.68 -0.13 -2.62
N 9.58 0.55 -3.58
H 9.30 -0.51 -0.56
H 9.37 -1.96 -1.58
H 10.87 -1.11 -1.14
C -3.06 4.55 4.33
C -2.56 3.77 5.51
N -2.18 3.15 6.44
H -2.89 5.62 4.49
H -2.54 4.24 3.43
H -4.13 4.38 4.20
C -7.52 4.64 3.39
C -6.19 4.52 2.72
N -5.14 4.43 2.19
H -7.74 3.73 3.95
H -7.51 5.48 4.09
H -8.30 4.80 2.65
C -4.64 3.51 8.72
C -5.94 3.25 8.04
N -6.97 3.05 7.50
H -3.81 3.26 8.05
H -4.56 4.56 9.00
H -4.56 2.90 9.62
C -2.43 -2.91 -4.30
C -1.96 -3.71 -3.12
N -1.58 -4.33 -2.19
H -2.25 -1.85 -4.13
H -1.89 -3.22 -5.20
H -3.50 -3.08 -4.45
C -9.73 1.08 5.12
C -9.89 1.91 3.88
N -10.02 2.57 2.91
H -10.22 1.56 5.96
H -10.17 0.09 4.96
H -8.67 0.96 5.34
C 5.03 -3.28 -6.09
C 4.40 -3.63 -4.78
N 3.90 -3.90 -3.75
H 5.89 -3.93 -6.28
H 4.31 -3.41 -6.90
H 5.36 -2.24 -6.08
C -2.59 8.17 6.54
C -3.90 7.92 5.87
N -4.93 7.71 5.34
H -1.77 7.92 5.86
H -2.51 9.23 6.82
H -2.50 7.56 7.44
C 3.70 -2.08 5.57
C 3.61 -2.71 4.21
N 3.53 -3.21 3.14
H 4.57 -2.47 6.10
H 3.79 -1.00 5.47
H 2.80 -2.31 6.14
C -3.07 5.72 -6.40
C -3.26 4.31 -6.85
N -3.42 3.19 -7.21
H -2.52 6.28 -7.15
H -4.04 6.19 -6.24
H -2.51 5.74 -5.46
C 4.39 -0.10 -8.52
C 4.20 -1.51 -9.00
N 4.04 -2.62 -9.37
H 4.95 0.47 -9.27
H 3.42 0.38 -8.36
H 4.95 -0.10 -7.58
C -5.67 -3.82 -1.33
C -5.54 -3.28 -2.72
N -5.44 -2.85 -3.81
H -6.67 -4.24 -1.18
H -4.93 -4.60 -1.17
H -5.51 -3.02 -0.60
C -0.20 -6.41 7.19
C 0.60 -5.15 7.33
N 1.22 -4.16 7.45
H 0.28 -7.21 7.75
H -1.20 -6.26 7.58
H -0.26 -6.69 6.14

The evaluated maximum force for the records listed, in turn: 5.1; 3.6; 3.7; 0.3; 0.5; 9.1; 16.0; 4.3 eV Å⁻¹.